(1)
{
  "formula": "C32H35ClFIrN4O5S",
  "method": "ωB97M-V with the def2-TZVPD basis set",
  "homo_energy_ev": [-7.8, -8.7],
  "homo_lumo_gap_ev": [4.5, 5.4],
  "molar_mass_g_mol": 834.4,
  "multiplicity": 2,
  "charge": 1,
  "elements": ["Ir", "O", "N", "C", "C", "C", "C", "C", "S", "H", "H", "H", "H", "F", "C", "C", "C", "C", "O", "C", "C", "N", "C", "C", "C", "C", "C", "C", "N", "C", "C", "N", "C", "C", "C", "O", "O", "H", "H", "H", "H", "H", "H", "H", "H", "H", "H", "H", "H", "H", "H", "H", "H", "H", "H", "Cl", "C", "C", "C", "C", "C", "C", "C", "H", "H", "H", "H", "H", "H", "C", "C", "C", "O", "H", "H", "H", "H", "H", "H", "H"],
  "xyz": [[1.285, -1.792, 2.561], [2.521, -0.427, 3.386], [2.247, -0.109, 4.668], [3.184, 0.628, 5.309], [2.983, 1.063, 6.584], [1.777, 0.737, 7.226], [0.846, -0.011, 6.561], [1.078, -0.458, 5.246], [-0.043, -1.440, 4.386], [4.069, 0.823, 4.723], [3.750, 1.642, 7.073], [1.589, 1.068, 8.238], [-0.092, -0.293, 7.018], [-0.643, 4.447, -0.321], [-1.019, 3.217, -0.739], [-0.502, 2.116, -0.115], [-0.923, 0.841, -0.490], [-0.369, -0.328, 0.235], [0.529, -0.118, 1.062], [-0.911, -1.601, -0.160], [-1.800, -1.636, -1.189], [-2.259, -0.571, -1.888], [-3.233, -0.761, -2.936], [-2.822, -0.495, -4.357], [-3.044, -1.901, -3.884], [-1.858, 0.702, -1.521], [-2.354, 1.840, -2.165], [-1.950, 3.106, -1.778], [-2.515, 4.228, -2.456], [-3.934, 4.486, -2.267], [-4.508, 4.939, -3.621], [-3.365, 5.492, -4.431], [-2.487, 6.368, -3.587], [-1.763, 5.471, -2.564], [-0.622, -2.977, 0.457], [-1.028, -3.947, -0.171], [-0.063, -3.031, 1.599], [0.211, 2.214, 0.694], [-2.175, -2.607, -1.483], [-4.247, -0.513, -2.645], [-1.797, -0.188, -4.517], [-3.548, -0.048, -5.023], [-2.171, -2.523, -3.754], [-3.931, -2.426, -4.207], [-3.051, 1.747, -2.986], [-4.106, 5.253, -1.502], [-4.436, 3.580, -1.941], [-5.255, 5.724, -3.525], [-4.925, 4.111, -4.190], [-3.709, 5.989, -5.251], [-2.800, 4.698, -4.741], [-3.146, 7.090, -3.108], [-1.797, 6.900, -4.236], [-1.686, 6.026, -1.626], [-0.753, 5.237, -2.898], [0.672, -5.607, 3.963], [1.527, -5.241, 2.499], [1.281, -5.996, 1.379], [1.930, -5.661, 0.148], [2.779, -4.621, 0.044], [3.077, -3.753, 1.207], [2.382, -4.142, 2.468], [2.532, -3.203, 3.536], [0.586, -6.821, 1.415], [1.733, -6.279, -0.717], [3.298, -4.421, -0.885], [4.154, -3.672, 1.375], [3.467, -2.645, 3.537], [2.181, -3.515, 4.512], [2.756, -1.392, -1.233], [3.305, -1.366, 0.185], [4.809, -1.563, 0.229], [2.605, -2.311, 1.022], [3.364, -0.747, -1.872], [1.728, -1.033, -1.257], [2.776, -2.399, -1.644], [3.057, -0.408, 0.644], [5.115, -2.470, -0.296], [5.176, -1.603, 1.254], [5.283, -0.715, -0.266]]
}



(2)
{
  "formula": "C32H35F37O8",
  "method": "ωB97M-V with the def2-TZVPD basis set",
  "homo_energy_ev": -9.4,
  "homo_lumo_gap_ev": 9.9,
  "molar_mass_g_mol": 1250.5,
  "multiplicity": 1,
  "smiles": "COCCCC[C@](O)(CCCC(F)(F)C(F)(F)F)OC=O.FC(F)C(F)(F)COC(F)(F)C(F)F.FC(F)C(F)(F)COC(F)(F)C(F)F.FC(F)C(F)(F)COC(F)(F)C(F)F.FC(F)C(F)(F)COC(F)(F)C(F)F",
  "elements": ["C", "O", "C", "C", "C", "C", "C", "O", "C", "C", "C", "C", "F", "F", "C", "F", "F", "F", "O", "C", "O", "H", "H", "H", "H", "H", "H", "H", "H", "H", "H", "H", "H", "H", "H", "H", "H", "H", "H", "H", "C", "C", "C", "F", "F", "F", "F", "O", "C", "C", "F", "F", "F", "F", "H", "H", "H", "H", "C", "C", "C", "F", "F", "F", "F", "O", "C", "C", "F", "F", "F", "F", "H", "H", "H", "H", "C", "C", "C", "F", "F", "F", "F", "O", "C", "C", "F", "F", "F", "F", "H", "H", "H", "H", "C", "C", "C", "F", "F", "F", "F", "O", "C", "C", "F", "F", "F", "F", "H", "H", "H", "H"],
  "xyz": [[6.336, -0.892, -1.683], [5.381, 0.011, -1.166], [5.744, 1.373, -1.235], [4.518, 2.123, -1.724], [3.377, 2.056, -0.697], [2.336, 3.172, -0.813], [1.217, 2.917, -1.859], [0.939, 4.085, -2.591], [-0.116, 2.484, -1.220], [-0.457, 0.998, -1.393], [-1.503, 0.552, -0.369], [-2.352, -0.617, -0.799], [-3.248, -0.252, -1.753], [-3.069, -1.067, 0.267], [-1.577, -1.842, -1.351], [-1.202, -1.646, -2.614], [-2.333, -2.936, -1.311], [-0.484, -2.064, -0.619], [1.718, 1.881, -2.729], [1.096, 1.664, -3.897], [1.426, 0.768, -4.615], [7.359, -0.632, -1.397], [6.261, -0.940, -2.775], [6.098, -1.882, -1.297], [6.035, 1.734, -0.239], [6.588, 1.529, -1.915], [4.745, 3.166, -1.966], [4.198, 1.625, -2.642], [2.900, 1.078, -0.742], [3.831, 2.121, 0.298], [1.881, 3.357, 0.158], [2.840, 4.101, -1.097], [1.760, 4.400, -2.992], [-0.916, 3.082, -1.661], [-0.119, 2.717, -0.155], [0.433, 0.379, -1.293], [-0.849, 0.827, -2.398], [-1.050, 0.275, 0.584], [-2.202, 1.364, -0.152], [0.289, 2.357, -4.161], [-8.125, -0.283, 2.664], [-8.983, -1.494, 3.043], [-8.839, -2.028, 4.469], [-7.585, -2.474, 4.690], [-9.693, -3.065, 4.634], [-8.812, -2.493, 2.154], [-10.282, -1.071, 2.956], [-6.941, -0.541, 1.940], [-5.759, -0.793, 2.576], [-5.225, -2.187, 2.215], [-6.126, -3.116, 2.599], [-4.075, -2.401, 2.893], [-5.860, -0.653, 3.911], [-4.860, 0.122, 2.145], [-8.742, 0.291, 1.975], [-7.941, 0.355, 3.527], [-9.083, -1.249, 5.196], [-5.044, -2.276, 1.144], [12.528, -2.794, 0.282], [11.536, -3.840, 0.818], [10.379, -4.245, -0.104], [9.610, -3.175, -0.391], [9.618, -5.166, 0.522], [11.062, -3.460, 2.020], [12.261, -4.984, 0.999], [12.339, -1.456, 0.710], [11.534, -0.589, 0.020], [10.381, -0.079, 0.898], [9.657, -1.106, 1.383], [9.560, 0.684, 0.140], [11.087, -1.112, -1.134], [12.276, 0.497, -0.300], [13.489, -3.078, 0.708], [12.625, -2.863, -0.802], [10.759, -4.674, -1.035], [10.773, 0.501, 1.735], [1.870, -2.063, -3.632], [3.369, -2.195, -3.922], [3.777, -2.975, -5.172], [3.383, -4.263, -5.083], [5.128, -2.952, -5.278], [4.023, -2.681, -2.846], [3.815, -0.924, -4.140], [1.338, -2.961, -2.681], [0.840, -4.174, -3.050], [1.604, -5.318, -2.373], [2.907, -5.278, -2.720], [1.087, -6.495, -2.790], [0.813, -4.330, -4.386], [-0.439, -4.249, -2.606], [1.761, -1.079, -3.176], [1.288, -2.055, -4.554], [3.345, -2.522, -6.068], [1.512, -5.239, -1.289], [-11.111, 5.411, 3.154], [-9.864, 6.301, 3.165], [-8.695, 5.872, 2.275], [-8.221, 4.669, 2.664], [-7.702, 6.780, 2.393], [-9.434, 6.485, 4.430], [-10.262, 7.511, 2.672], [-11.220, 4.488, 4.216], [-10.691, 3.236, 4.122], [-9.636, 2.995, 5.208], [-8.630, 3.880, 5.094], [-9.127, 1.749, 5.032], [-10.189, 2.983, 2.899], [-11.684, 2.344, 4.346], [-11.948, 6.093, 3.296], [-11.245, 4.931, 2.184], [-9.007, 5.820, 1.228], [-10.083, 3.073, 6.200]]
}